[1]
25
Properties=species:S:1:pos:R:3:forces:R:3:mulliken_charge:R:1 method="wB97M-V/def2-TZVPD" largest_force_ha_per_bohr=0.1191 spin_multiplicity=5 total_charge=0 lumo_energy_ev="0.39 / -3.26" de_lowest_kcal_mol=0.0 homo_ev="-7.575 / -7.543"
C 1.982628 -0.726845 1.077090 2.2 -1.1 -0.4 -0.706
C 2.283787 0.067289 -0.106966 0.9 -0.5 0.8 -0.284
C 1.742805 -0.604163 -1.230933 0.4 -0.1 -0.1 -0.280
H 2.808613 1.020605 -0.086977 -0.2 -0.3 -0.1 0.345
C 1.046540 -1.764473 -0.788064 0.7 -1.1 0.2 -0.173
C 1.240050 -1.889230 0.632865 1.3 -0.7 -0.3 -0.777
H 0.862434 -2.672873 1.280727 0.1 0.2 -0.2 0.520
H 2.236498 -0.471285 2.099673 0.2 -0.2 -0.3 0.534
H 1.846460 -0.280946 -2.258178 -0.1 0.0 0.1 0.586
H 0.503360 -2.479657 -1.409056 0.2 0.4 0.2 0.403
Pd 0.172446 -0.122279 0.531056 -4.8 3.7 -0.6 0.340
Cl 0.552478 1.754245 2.145104 0.0 0.2 0.3 -0.365
C -1.955291 1.266437 -0.153166 0.2 -0.1 -0.9 -0.471
C -1.988897 0.226383 -1.148594 0.5 0.5 0.1 -0.225
C -0.914087 0.457169 -2.048589 -0.9 -0.8 0.1 -0.288
H -2.702921 -0.597157 -1.179319 0.3 0.3 0.0 0.384
C -0.204407 1.628394 -1.623670 0.2 0.8 1.0 -0.372
C -0.839522 2.136304 -0.460272 0.1 -0.4 -0.5 -0.549
H -0.555151 3.022105 0.103298 -0.1 -0.4 -0.3 0.512
H -2.648317 1.404814 0.673916 0.3 -0.1 -0.2 0.472
H -0.643762 -0.195542 -2.891260 -0.2 0.5 0.5 0.487
H 0.703534 2.051488 -2.069701 -0.6 -0.2 0.1 0.456
Se -2.459850 -1.177155 4.404334 0.0 0.1 0.3 -0.171
C -1.739373 -1.011979 2.826839 1.2 -0.4 -3.7 0.256
N -1.330056 -1.041649 1.679842 -1.6 0.0 3.8 -0.634



[2]
24
Properties=species:S:1:pos:R:3:forces:R:3:mulliken_charge:R:1 method="wB97M-V/def2-TZVPD" largest_force_ha_per_bohr=0.0913 total_charge=0 lumo_energy_ev="-2.04 / -0.70" de_lowest_kcal_mol=47.7 homo_ev="-8.694 / -8.634"
C -0.700640 1.237691 -2.536205 -1.5 1.3 -3.2 -0.294
C -0.238449 1.922239 -1.455342 1.6 1.5 -0.6 -1.086
C -1.885576 -2.529923 0.184579 -1.1 -1.5 -1.0 -0.181
C -1.246102 0.014137 -2.385699 -0.1 -1.6 -3.1 -0.589
C -0.084486 1.244906 -0.312599 0.1 -0.2 3.4 -0.321
C -1.864252 -1.932137 -1.053758 1.0 -0.2 0.0 -0.839
C -1.304975 -1.886521 1.346136 0.4 -0.1 -0.8 -0.956
C -1.234559 -0.651342 -1.175139 -0.2 -1.2 0.3 1.187
C -0.556741 -0.047678 -0.078206 -1.3 -0.4 -1.7 1.001
C -0.622173 -0.752191 1.121312 0.4 0.6 0.1 -0.427
C 2.737186 0.964336 1.173788 1.4 -3.8 2.3 -1.001
P 1.601959 0.711539 2.588299 0.2 1.9 0.1 0.510
S 1.937830 2.294097 3.714495 -0.7 -0.2 0.0 -0.319
Cl 2.415569 -0.882880 3.466344 0.3 -1.1 0.3 -0.227
H -0.797328 1.841724 -3.513274 0.3 -1.4 1.4 0.251
H 0.138929 2.912418 -1.731034 -0.1 -0.1 1.1 0.343
H -2.391656 -3.555374 0.093128 0.9 1.5 1.2 0.254
H -1.542811 -0.566624 -3.329368 0.0 1.0 1.6 0.203
H 0.194294 1.596999 0.671595 0.6 1.2 -0.4 0.724
H -2.136699 -2.489267 -2.002168 -0.1 0.8 1.4 0.242
H -1.238759 -2.242361 2.349648 -0.5 -0.9 0.4 0.436
H 3.784171 0.984049 1.603577 -1.2 0.0 -0.7 0.393
H 2.531500 0.036679 0.634748 0.6 0.1 -0.6 0.313
H 2.503768 1.775484 0.625143 -0.8 2.8 -1.7 0.384